(1)
{"formula": "C13H14BNO3", "method": "ωB97M-V with the def2-TZVPD basis set", "lumo_ev": 0.07, "e_above_lowest_kj_mol": 21.5, "largest_force_ev_per_a": 4.3, "total_charge": 0, "homo_ev": -8.35, "orbital_gap_ev": 8.411, "elements": ["C", "C", "N", "C", "O", "C", "C", "C", "C", "C", "C", "C", "C", "C", "C", "B", "O", "O", "H", "H", "H", "H", "H", "H", "H", "H", "H", "H", "H", "H", "H", "H"], "coordinates": [[3.2259, -3.0466, 0.2597], [2.0605, -2.5240, 1.1770], [1.0513, -1.7197, 0.4536], [0.8857, -0.4026, 0.7727], [1.5055, 0.1855, 1.6290], [-0.0811, 0.4126, -0.0509], [-1.1893, -0.2462, -0.6003], [-2.1461, 0.5347, -1.2563], [-1.9481, 1.9201, -1.4427], [-2.9672, 2.8011, -1.8731], [-2.8440, 4.1836, -1.9303], [-1.6972, 4.7913, -1.3370], [-0.6930, 3.9818, -0.9502], [-0.8522, 2.5436, -0.7897], [0.0300, 1.7858, -0.0407], [1.3782, -3.7280, 1.9905], [0.0660, -3.4394, 2.4215], [2.0079, -4.9669, 2.2613], [3.2575, -2.6396, -0.7336], [3.2436, -4.1150, -0.0023], [4.2523, -2.8381, 0.5759], [2.5099, -1.9523, 1.8819], [0.4611, -2.2253, -0.1560], [-1.3143, -1.2718, -0.3375], [-3.1730, 0.1014, -1.4241], [-3.9997, 2.4340, -2.0628], [-3.5882, 4.8924, -2.2949], [-1.6800, 5.8666, -1.2378], [0.2438, 4.4278, -0.6246], [0.5895, 2.2811, 0.6498], [-0.1466, -2.5411, 2.1611], [1.5514, -5.4867, 2.9108]], "atomic_forces_ev_per_a": [[0.421, -0.473, -0.625], [-0.162, -3.229, -2.817], [1.395, 0.016, 1.597], [-0.456, 1.041, -0.880], [0.774, -0.422, 0.753], [0.081, -0.766, 0.630], [-0.627, 2.066, -0.956], [-0.925, -1.434, 0.668], [-0.281, 0.327, 1.507], [-2.024, 1.277, -1.099], [0.428, -0.523, 1.144], [-0.602, -0.521, -1.254], [0.717, -0.630, 1.578], [-0.076, 1.239, -1.916], [-1.399, -1.732, -1.375], [-0.954, -0.465, 0.471], [1.458, -1.181, -0.016], [-0.458, 2.465, -0.851], [-0.599, 0.872, -0.511], [-0.461, 0.034, 0.732], [-0.319, 0.111, 0.723], [1.114, 2.236, 2.147], [-0.532, 0.007, -0.772], [-0.466, -0.571, -0.283], [1.289, 0.463, -0.285], [1.025, -0.205, -0.391], [-0.307, -0.746, 0.105], [0.413, 0.077, -0.242], [-0.118, -0.153, 0.305], [2.316, 1.012, 1.486], [-0.143, 0.191, 0.002], [-0.520, -0.384, 0.425]], "mulliken_charge": [-1.2757, -0.1748, -0.2367, 0.4726, -0.6750, 0.6902, -0.6458, -1.0409, 0.7385, -0.5658, -0.4665, -0.4113, -0.7003, 0.6619, -0.6453, 0.6542, -0.6741, -0.5384, 0.4215, 0.3233, 0.3145, 0.3236, 0.2545, 0.3941, 0.2377, 0.2435, 0.3495, 0.3793, 0.3750, 0.5872, 0.3368, 0.2926]}

(2)
{"formula": "C4H8N2OS", "method": "ωB97M-V with the def2-TZVPD basis set", "lumo_ev": 0.70, "e_above_lowest_kj_mol": 76.2, "largest_force_ev_per_a": 1.1, "total_charge": 0, "homo_ev": -8.41, "orbital_gap_ev": 9.110, "elements": ["H", "N", "C", "C", "O", "C", "S", "N", "C", "H", "H", "H", "H", "H", "H", "H"], "coordinates": [[-0.0316, 2.3995, 0.0376], [-0.7642, 1.7091, -0.0852], [-0.3060, 0.5342, -0.2763], [-1.3011, -0.6114, -0.4459], [-2.5455, -0.2661, 0.0692], [-0.6558, -1.7768, 0.3018], [1.0912, -1.6596, -0.1906], [0.9794, 0.0807, -0.3232], [2.1009, 0.8810, 0.1485], [-1.3627, -0.8505, -1.4994], [-2.5290, 0.7152, 0.1590], [-1.0413, -2.7719, -0.0091], [-0.8133, -1.6256, 1.3784], [3.0473, 0.3643, -0.1212], [2.0778, 1.8450, -0.3554], [2.0538, 1.0328, 1.2117]], "atomic_forces_ev_per_a": [[-0.018, 0.131, 0.066], [0.216, -0.202, -0.066], [-0.282, 0.009, -0.062], [0.412, 0.120, 0.493], [-0.206, 0.491, 0.073], [-0.289, -0.528, -0.046], [-0.278, 0.307, 0.102], [0.215, -0.230, 0.068], [0.282, -0.572, -0.871], [-0.028, -0.115, -0.525], [0.028, -0.504, -0.028], [0.228, 0.697, 0.222], [0.202, -0.132, -0.231], [-0.632, 0.418, 0.213], [0.099, 0.052, -0.051], [0.053, 0.058, 0.644]], "mulliken_charge": [0.2477, -0.7629, 0.6131, -0.0449, -0.6039, -0.5857, -0.0941, -0.0330, -0.9709, 0.2717, 0.3476, 0.3427, 0.2790, 0.3061, 0.3599, 0.3276]}

(3)
{"formula": "C27H47F4N6OPSSbSn", "method": "ωB97M-V with the def2-TZVPD basis set", "lumo_ev": [-10.78, -10.08], "e_above_lowest_kj_mol": 4.3, "largest_force_ev_per_a": 0.6, "total_charge": 3, "homo_ev": [-16.35, -15.62], "orbital_gap_ev": [5.563, 5.537], "elements": ["Sn", "C", "C", "N", "C", "C", "C", "C", "N", "C", "C", "F", "C", "F", "C", "C", "F", "C", "F", "H", "H", "H", "H", "H", "H", "H", "H", "H", "H", "H", "H", "H", "H", "H", "C", "N", "C", "S", "N", "C", "H", "H", "H", "H", "H", "H", "H", "H", "C", "P", "C", "C", "H", "H", "H", "H", "H", "H", "H", "H", "H", "N", "C", "O", "C", "C", "C", "N", "C", "C", "H", "H", "H", "H", "H", "H", "C", "Sb", "C", "C", "H", "H", "H", "H", "H", "H", "H", "H", "H"], "coordinates": [[-0.3645, -0.4413, -0.0762], [-0.8309, -0.5369, -3.5623], [0.4497, -1.1754, -3.0440], [0.2011, -2.0776, -1.8982], [-0.6506, -3.2331, -2.3119], [-1.9672, -3.3058, -1.5619], [1.4665, -2.5436, -1.3033], [1.2064, -3.3722, -0.0606], [0.3792, -2.6398, 0.8826], [0.0365, -3.2094, 2.0414], [-0.8016, -2.4994, 2.9456], [-1.2048, -1.2626, 2.5914], [-1.2318, -3.0000, 4.1411], [-2.0294, -2.2554, 4.8931], [-0.8414, -4.2683, 4.5625], [-0.0063, -4.9997, 3.7313], [0.3989, -6.1951, 4.0969], [0.4187, -4.5059, 2.5119], [1.2166, -5.2637, 1.7846], [-0.5914, 0.2002, -4.3253], [-1.3756, -0.0437, -2.7533], [-1.4998, -1.2646, -4.0213], [1.1540, -0.4067, -2.7138], [0.9343, -1.7402, -3.8476], [-0.0930, -4.1584, -2.1700], [-0.8563, -3.1517, -3.3771], [-1.7946, -3.3776, -0.4845], [-2.5342, -4.1826, -1.8748], [-2.5638, -2.4170, -1.7738], [2.0634, -1.6697, -1.0352], [2.0479, -3.1387, -2.0155], [2.1662, -3.6433, 0.3874], [0.7276, -4.3134, -0.3465], [-1.1764, -4.6700, 5.5103], [5.5202, 2.7645, -1.4071], [4.2606, 2.1845, -0.9525], [4.1532, 1.0878, -0.2099], [2.5653, 0.5526, 0.2526], [5.2555, 0.4626, 0.1671], [5.3647, -0.7363, 0.9862], [5.3031, 3.6290, -2.0260], [6.0834, 2.0492, -2.0095], [6.1320, 3.0970, -0.5662], [3.4064, 2.6473, -1.2043], [6.1402, 0.8770, -0.0929], [4.3838, -1.1712, 1.1413], [5.8093, -0.4917, 1.9505], [6.0068, -1.4585, 0.4848], [-4.1703, -2.0753, 0.5056], [-3.2324, -0.5419, 0.1874], [-4.1577, 0.2027, -1.2012], [-3.7228, 0.4657, 1.6373], [-5.2112, -1.8015, 0.6847], [-3.7822, -2.5760, 1.3935], [-4.1258, -2.7599, -0.3383], [-5.1816, 0.4003, -0.8827], [-4.1846, -0.4906, -2.0426], [-3.7032, 1.1353, -1.5340], [-4.7670, 0.7588, 1.5305], [-3.1102, 1.3618, 1.7403], [-3.6134, -0.1291, 2.5444], [-1.4219, 5.8561, -4.4479], [-2.1844, 5.0543, -3.6838], [-3.3893, 4.9569, -3.7580], [-1.4806, 4.1435, -2.6961], [-2.1668, 3.8060, -1.5344], [-1.6957, 2.7641, -0.7648], [-0.6130, 2.0430, -1.0871], [0.0876, 2.4256, -2.1573], [-0.2987, 3.4689, -2.9826], [-1.8871, 6.4570, -5.1107], [-0.4370, 5.9885, -4.3067], [-3.0752, 4.3336, -1.2759], [-2.2114, 2.4638, 0.1428], [0.9840, 1.8510, -2.3668], [0.2861, 3.7090, -3.8610], [-1.0608, 2.1323, 3.9242], [0.4459, 1.4688, 2.5491], [1.4173, 3.3406, 2.2033], [1.8185, 0.4430, 3.8287], [-0.5106, 2.6278, 4.7258], [-1.6424, 1.3069, 4.3277], [-1.7163, 2.8521, 3.4382], [1.8911, 3.6256, 3.1435], [0.6758, 4.0888, 1.9282], [2.1609, 3.2412, 1.4195], [2.4374, 1.2068, 4.2992], [2.4431, -0.2306, 3.2491], [1.2684, -0.1061, 4.5915]], "atomic_forces_ev_per_a": [[-0.106, -0.004, 0.282], [0.128, -0.217, 0.024], [-0.052, 0.099, -0.265], [-0.098, 0.262, 0.153], [-0.355, -0.078, 0.055], [0.243, -0.007, -0.039], [0.153, 0.003, 0.124], [0.228, -0.087, -0.231], [-0.338, -0.112, 0.269], [0.099, -0.001, -0.018], [-0.143, 0.082, 0.102], [-0.068, 0.105, -0.109], [0.031, 0.035, -0.091], [-0.019, 0.024, 0.053], [0.076, -0.045, -0.083], [-0.119, 0.120, 0.036], [0.043, -0.125, 0.009], [0.078, -0.032, 0.072], [0.065, -0.117, -0.070], [-0.030, 0.089, 0.017], [-0.074, 0.155, -0.006], [0.007, 0.016, 0.014], [0.042, -0.032, 0.031], [0.058, 0.008, 0.049], [0.050, 0.064, -0.082], [0.115, -0.012, -0.036], [-0.084, 0.013, -0.025], [-0.009, 0.017, -0.011], [0.009, -0.033, -0.035], [0.026, 0.003, -0.098], [-0.107, 0.006, -0.054], [-0.034, 0.039, -0.012], [-0.015, 0.008, 0.214], [0.011, -0.009, 0.001], [0.081, -0.046, 0.015], [0.222, 0.155, -0.134], [-0.188, -0.088, 0.093], [-0.073, 0.011, -0.065], [0.174, 0.022, -0.009], [0.083, -0.104, 0.094], [-0.023, -0.002, 0.001], [-0.010, 0.008, -0.005], [-0.022, -0.008, 0.012], [-0.108, -0.056, 0.058], [-0.046, 0.028, -0.059], [-0.046, 0.047, -0.037], [-0.038, 0.019, -0.002], [-0.022, 0.013, -0.023], [0.264, -0.046, 0.040], [-0.492, 0.127, 0.068], [0.320, -0.053, -0.058], [0.341, -0.037, -0.055], [0.000, 0.041, 0.018], [-0.021, -0.016, -0.008], [-0.060, 0.056, 0.063], [-0.009, -0.032, 0.038], [0.017, 0.005, -0.013], [-0.028, -0.006, 0.001], [-0.018, -0.005, -0.008], [-0.065, -0.006, 0.007], [0.014, 0.009, -0.015], [0.025, 0.034, -0.085], [-0.041, 0.038, 0.100], [0.065, 0.059, 0.039], [0.049, -0.218, -0.161], [-0.027, 0.066, 0.035], [0.044, -0.053, 0.048], [-0.012, -0.073, -0.031], [0.065, -0.066, 0.016], [-0.079, 0.080, 0.070], [-0.024, 0.004, -0.015], [-0.008, 0.003, 0.084], [-0.029, -0.050, -0.020], [-0.038, 0.060, -0.063], [-0.024, -0.003, -0.035], [-0.012, -0.051, -0.015], [-0.016, -0.145, -0.169], [0.502, 0.259, 0.130], [-0.211, -0.116, -0.066], [-0.243, -0.037, -0.096], [-0.003, -0.017, -0.006], [0.039, -0.022, -0.019], [0.015, 0.000, -0.001], [-0.036, -0.018, 0.010], [0.003, -0.008, 0.013], [-0.013, -0.068, 0.014], [-0.025, 0.006, 0.009], [-0.031, 0.035, -0.044], [0.002, 0.028, 0.003]], "mulliken_charge": [1.0886, -0.8113, -0.7163, 0.7810, -1.5120, -0.3362, -1.3211, -0.8726, 0.8283, -0.4828, 0.0017, 0.0503, -0.0086, -0.2600, -0.4359, 0.0832, -0.2496, 0.6263, -0.2927, 0.4587, 0.0585, 0.4237, 0.2221, 0.5433, 0.5176, 0.6375, 0.1305, 0.5697, -0.1630, -0.0913, 0.5616, 0.8096, 0.5878, 0.5744, -1.1462, -0.0829, 0.3594, -1.1108, -0.1896, -0.6999, 0.3656, 0.3770, 0.3736, 0.1927, 0.2321, 0.1332, 0.3153, 0.3262, -1.3041, 1.0349, -1.1988, -1.1014, 0.5023, 0.2583, 0.4305, 0.5237, 0.3702, 0.2609, 0.5777, 0.1546, 0.3282, -0.3447, 0.0917, -0.5635, 0.7312, -0.6149, -0.9129, 0.3925, -0.5403, -0.8806, 0.2613, 0.1942, 0.5510, 0.5388, 0.4207, 0.4388, -1.3154, 0.9195, -1.0984, -1.1368, 0.4901, 0.3964, 0.4313, 0.4785, 0.4087, 0.2020, 0.4965, 0.2430, 0.4371]}

Result set for energy: -809.197490, -740.132997, -3053.405501 a.u., one per record in the order listed.